# 1
# C6H10

C6H10 in the gas phase (the ωB97M-V functional and the def2-TZVPD basis, the Open Molecules 2025 dataset).

Atoms and positions in Å:
C -0.65052 0.33129 0.82795
C -0.03366 1.36275 -0.07253
C 1.87131 -0.30608 0.41343
C -0.55668 -0.73514 -1.06535
C 0.46791 -0.04979 -0.11408
C -1.64936 -0.49538 0.02360
H -0.41934 -1.76989 -1.38660
H -0.72863 -0.12980 -1.96626
H 0.68574 2.07231 0.31815
H -1.91013 -1.43840 0.51328
H -2.57362 0.02039 -0.26751
H -0.63937 1.73108 -0.89979
H 1.93674 -1.13137 1.13559
H 2.15515 0.59418 0.97734
H -0.59711 0.40246 1.91152
H 2.64157 -0.45860 -0.34875

As for the highest occupied orbital energy: -9.34 eV. As for the SMILES: C[C@@]12CC[C@@H]1C2. Its LUMO energy is 1.17 eV. The value obtained for the energy above the lowest of the compared OMol25 structures with the same formula, charge and spin is 35.5 kcal per mole. The calculation puts the HOMO-LUMO gap at 10.51 eV.



# 2
# C6H10

C6H10 in the gas phase (the ωB97M-V functional and the def2-TZVPD basis, the Open Molecules 2025 dataset).

Atoms and positions in Å:
C -1.03734 -0.36324 -0.64646
C 1.32098 0.62354 -0.52275
C 1.07316 1.11655 0.66135
C -0.80889 -1.54399 0.29809
C 0.70980 1.57670 1.82843
C 0.22214 0.06478 -1.40417
H 0.39464 2.61016 1.94877
H -0.22830 -1.25043 1.17827
H 0.69569 0.93903 2.70933
H -0.03987 0.82627 -2.15223
H -1.76082 -1.95543 0.64993
H -1.80553 -0.62595 -1.38330
H 0.61667 -0.79144 -1.96674
H -1.42901 0.48996 -0.07821
H 2.33807 0.63318 -0.91418
H -0.26139 -2.34970 -0.20613

As for the highest occupied orbital energy: -9.40 eV. As for the SMILES: C=C=CCCC. Its LUMO energy is 1.13 eV. The value obtained for the energy above the lowest of the compared OMol25 structures with the same formula, charge and spin is 31.5 kcal per mole. The calculation puts the HOMO-LUMO gap at 10.53 eV.



# 3
# C6H10

C6H10 in the gas phase (the ωB97M-V functional and the def2-TZVPD basis, the Open Molecules 2025 dataset).

Atoms and positions in Å:
C 2.04837 1.72766 0.23999
C -1.27516 -1.86970 0.45693
C -1.06306 -0.47798 1.04998
C -0.01645 0.29698 0.24985
C 1.02684 0.99669 0.63141
C 0.17120 0.51405 -1.40733
H -2.10912 -2.39627 0.93329
H 3.00058 1.27296 -0.03123
H -1.48793 -1.77556 -0.61173
H 1.94199 2.79533 0.04982
H -2.01767 0.06813 1.04365
H -0.34702 0.19039 -2.33221
H -0.37397 -2.48194 0.57098
H 1.17547 0.12139 -1.51923
H 0.12887 1.59744 -1.44305
H -0.80292 -0.57958 2.11888

As for the highest occupied orbital energy: -9.06 eV. As for the SMILES: C=C=C(C)CC. Its LUMO energy is 0.92 eV. The value obtained for the energy above the lowest of the compared OMol25 structures with the same formula, charge and spin is 70.4 kcal per mole. The calculation puts the HOMO-LUMO gap at 9.98 eV.